A structure of composition C22H20AsIrO5. Source: OMol25; level of theory: ωB97M-V/def2-TZVPD.

Geometry as XYZ:
```
49
Properties=species:S:1:pos:R:3
Ir 0.5542 1.5326 0.3834
O -0.3702 5.5076 -1.1279
C 0.1131 4.4773 -0.5042
O -0.2428 3.3226 -0.7079
C 1.1714 4.8723 0.4959
O 1.6603 3.6915 1.1409
C 1.8180 3.7307 2.5006
C 0.4365 2.9439 3.1816
O 0.2528 3.4566 4.2511
O -0.0311 2.0579 2.4700
H -1.0504 5.2571 -1.7794
H 1.9954 5.3593 -0.0294
H 0.7444 5.5778 1.2114
H 2.5979 3.0416 2.8232
H 1.8956 4.7241 2.9302
C 2.7148 -3.6058 2.1172
C 3.2641 -2.6139 1.3129
C 2.4315 -1.7537 0.6164
C 1.0482 -1.8966 0.7328
C 0.4932 -2.8880 1.5346
C 1.3379 -3.7449 2.2258
As -0.0582 -0.7108 -0.2747
C 0.1927 -1.0331 -2.1348
C 0.5658 -2.3068 -2.5532
C 0.7056 -2.5536 -3.9108
C 0.4813 -1.5374 -4.8300
C 0.1126 -0.2673 -4.4047
C -0.0342 -0.0092 -3.0511
C -1.8869 -0.9474 0.2056
C -2.2660 -0.7343 1.5316
C -3.5940 -0.8976 1.8893
C -4.5300 -1.2618 0.9284
C -4.1471 -1.4647 -0.3906
C -2.8202 -1.3056 -0.7620
H 3.3661 -4.2794 2.6577
H 4.3376 -2.5189 1.2230
H 2.8591 -0.9985 -0.0356
H -0.5806 -3.0017 1.6137
H 0.9188 -4.5264 2.8447
H 0.7503 -3.0958 -1.8342
H 0.9917 -3.5394 -4.2508
H 0.5953 -1.7363 -5.8870
H -0.0607 0.5173 -5.1283
H -0.3369 0.9776 -2.7162
H -1.5330 -0.4592 2.2826
H -3.8996 -0.7461 2.9156
H -5.5658 -1.3912 1.2119
H -4.8812 -1.7520 -1.1308
H -2.5171 -1.4703 -1.7887
```

## Properties
Total charge ... +2
Multiplicity ... 5
Relative energy (zero: lowest compared OMol25 entry of this formula, charge and spin) ... 0.000 eV
Highest occupied orbital energy (alpha / beta) ... -14.5489 / -14.7847 eV
Expectation value of S² ... 6.0143
Kohn-Sham gap (alpha / beta) ... 8.5 / 4.9 eV
E ... -97033.6867 eV

Mulliken atomic charge list, values in e, 6 entries: atom 1 (Ir): 1.226, atom 2 (O): -0.407, atom 3 (C): 0.532, atom 4 (O): -0.683, atom 5 (C): -0.406, atom 6 (O): -0.350